No. 1
A molecular structure, C4H9N2 at a distorted geometry, computed with ωB97M-V/def2-TZVPD.

- Largest force on an atom: 1.3 eV/A
- Orbital gap (spin up / spin down): 8.89 / 9.33 eV
- Spin multiplicity: 3
- <S²>: 2.018
- Net charge: +1

Geometry as XYZ:
```
15
Properties=species:S:1:pos:R:3:forces:R:3:lowdin_spin:R:1
C -1.179 -1.152 -0.549 0.05 -0.08 0.03 0.4188
C 0.023 -0.373 0.730 -1.08 -0.70 -0.25 0.4840
C 2.799 0.281 -0.246 0.09 0.08 -0.12 0.8008
C -1.865 1.268 0.038 -0.62 0.65 -0.03 -0.0045
N -0.107 -1.627 0.146 0.34 0.18 0.27 0.0620
N -1.081 0.071 0.038 0.53 -0.18 0.19 0.0461
H -1.865 -1.596 -1.238 -0.17 -0.07 -0.27 0.0182
H 0.483 -0.034 1.631 0.44 0.24 0.14 0.0248
H 2.531 0.182 -1.280 -0.04 -0.05 -0.22 0.0517
H 3.246 -0.543 0.274 0.14 -0.20 0.13 0.0516
H 2.772 1.250 0.212 0.02 0.21 0.13 0.0512
H -1.467 1.951 0.786 0.01 -0.06 -0.06 -0.0003
H -2.902 1.038 0.287 0.12 0.01 0.03 -0.0017
H -1.836 1.747 -0.940 0.08 0.00 0.05 -0.0016
H 0.448 -2.463 0.111 0.08 -0.04 0.00 -0.0010
```
Positions in Å, forces in eV/Å.


No. 2
2 unconnected molecules or ions with the total composition C4H9N2 at a distorted geometry, computed with ωB97M-V/def2-TZVPD.

- Largest force on an atom: 4.5 eV/A
- Orbital gap (spin up / spin down): 4.73 / 5.99 eV
- Spin multiplicity: 3
- <S²>: 2.014
- Net charge: +1

Geometry as XYZ:
```
15
Properties=species:S:1:pos:R:3:forces:R:3:lowdin_spin:R:1
C 2.192 -0.129 -0.354 2.28 -0.05 0.21 0.8538
C -2.656 -0.209 -0.023 -2.88 3.30 1.12 0.0503
C -0.424 0.896 -0.234 1.61 1.52 1.35 0.5402
C -1.322 0.207 0.553 0.10 -2.48 2.08 0.0778
N 3.397 -0.192 0.131 -0.43 0.95 -1.69 0.1490
N -1.667 -1.121 -0.201 1.11 -2.10 -0.60 0.1350
H 2.045 0.263 -1.363 -0.70 -0.67 -0.10 0.0624
H 0.497 1.334 0.201 -0.83 0.10 -0.55 0.0494
H -3.442 -0.302 0.829 1.11 -0.02 -1.90 0.0052
H -2.902 0.458 -0.911 -0.25 -1.21 1.14 0.0015
H -0.695 0.875 -1.236 0.31 0.48 -1.91 0.0297
H -1.105 -0.013 1.619 -0.48 0.64 -0.75 -0.0028
H 4.206 -0.050 -0.542 -1.07 -0.07 1.01 0.0279
H -1.756 -1.918 0.425 0.20 0.23 0.13 0.0082
H 3.631 -0.101 1.108 -0.08 -0.61 0.46 0.0125
```
Positions in Å, forces in eV/Å.


No. 3
A gas-phase ion, C4H9N2O (charge +1) at a distorted geometry, computed with ωB97M-V/def2-TZVPD.

- Largest force on an atom: 4.1 eV/A
- Orbital gap (spin up / spin down): 7.65 / 7.64 eV
- Net charge: +1

Geometry as XYZ:
```
16
Properties=species:S:1:pos:R:3:forces:R:3:mulliken_charge:R:1
C 0.271 -0.206 1.565 0.87 -0.42 -3.98 0.0139
C 0.197 -0.764 0.260 0.43 -1.61 1.11 -0.7093
C 1.638 1.426 -0.204 0.26 2.53 -1.42 0.2896
C 0.289 1.989 -0.506 -0.25 -2.31 2.47 -0.9222
N 1.242 0.589 1.863 -1.45 0.97 3.54 -0.5880
N -0.714 -1.923 0.273 -1.08 -1.77 -0.80 -0.2412
O 2.085 0.860 0.839 0.73 0.16 -2.65 0.0080
H -0.642 -0.334 2.108 0.20 0.26 1.51 0.3663
H 1.124 -1.106 -0.225 -0.36 0.58 0.04 0.2482
H 2.346 1.816 -0.989 0.30 -1.27 1.31 0.3904
H 0.395 2.926 -0.975 0.12 0.57 -1.65 0.4335
H -0.100 2.303 0.481 -0.40 -0.65 -0.09 0.3356
H -0.358 1.102 -0.893 0.85 1.80 0.30 0.3252
H -1.270 -1.956 1.129 0.36 -0.41 0.31 0.3233
H -0.339 -2.898 0.042 -0.21 1.59 0.79 0.3847
H -1.444 -1.789 -0.407 -0.37 -0.02 -0.79 0.3420
```
Positions in Å, forces in eV/Å.


No. 4
A gas-phase ion, C4H9N2O (charge +1), computed with ωB97M-V/def2-TZVPD.

- SMILES: C=COCNC=[NH2+]
- Largest force on an atom: 0.9 eV/A
- Orbital gap: 9.83 eV
- Net charge: +1

Geometry as XYZ:
```
16
Properties=species:S:1:pos:R:3:forces:R:3:mulliken_charge:R:1
C 1.555 -0.155 0.427 -0.61 -0.03 0.26 0.2350
C -0.383 1.204 -0.329 -0.51 0.55 -0.44 -0.4655
C -2.070 -0.207 0.614 0.02 -0.07 0.11 0.1483
C -2.262 -1.024 -0.401 0.22 0.11 -0.07 -0.7479
N 0.993 0.668 -0.409 0.28 0.00 -0.21 -0.1728
N 2.791 -0.575 0.340 0.35 -0.04 -0.13 -0.3051
O -1.077 0.751 0.767 0.31 -0.07 0.12 -0.3616
H -0.285 2.297 -0.244 -0.01 -0.32 0.00 0.2813
H -0.885 0.960 -1.276 0.12 0.06 0.24 0.4044
H -2.685 -0.192 1.498 -0.09 -0.05 0.06 0.3836
H -1.648 -1.063 -1.284 0.20 0.08 -0.16 0.2567
H -3.084 -1.711 -0.378 -0.26 -0.13 0.12 0.2665
H 0.937 -0.512 1.247 0.07 0.02 -0.08 0.3638
H 1.536 1.054 -1.178 -0.02 -0.12 0.11 0.2278
H 3.166 -1.234 1.007 -0.09 0.10 -0.04 0.2558
H 3.402 -0.262 -0.402 0.03 -0.10 0.10 0.2299
```
Positions in Å, forces in eV/Å.


No. 5
2 unconnected molecules or ions with the total composition C4H9N2O at a distorted geometry, computed with ωB97M-V/def2-TZVPD.

- Largest force on an atom: 3.7 eV/A
- Orbital gap: 8.35 eV
- Net charge: +1

Geometry as XYZ:
```
16
Properties=species:S:1:pos:R:3:forces:R:3:mulliken_charge:R:1
C 1.685 0.848 -0.471 -1.12 -0.36 0.28 -0.0914
C -1.900 -0.117 0.465 -1.26 1.17 -1.72 0.3894
C -4.403 -0.026 -0.144 -2.30 -1.31 2.58 -0.5339
C 3.572 -0.683 0.037 -0.31 -3.39 -0.99 -0.7030
N -3.034 0.014 0.185 0.77 -0.31 0.96 -0.0902
N 2.476 0.222 0.321 1.23 1.86 -2.35 -0.0037
O -0.722 -0.021 0.491 1.15 -0.53 0.83 -0.5337
H 1.377 0.522 -1.475 0.85 -0.14 0.38 0.2906
H 1.141 1.712 -0.087 0.14 -0.34 0.10 0.2898
H -4.900 -1.004 0.328 1.22 1.57 -1.83 0.2626
H -5.014 0.704 0.482 1.13 -0.22 -1.19 0.2453
H -4.480 0.136 -1.220 -0.56 -0.31 0.30 0.2673
H 4.622 -0.367 0.114 -0.74 0.99 0.51 0.3017
H 3.541 -1.142 -0.997 -0.57 0.57 1.19 0.3060
H 3.379 -1.470 0.796 0.69 0.02 -0.68 0.3085
H 2.660 0.672 1.175 -0.31 0.73 1.66 0.2946
```
Positions in Å, forces in eV/Å.


No. 6
2 unconnected molecules or ions with the total composition C4H9N2O at a distorted geometry, computed with ωB97M-V/def2-TZVPD.

- Largest force on an atom: 5.7 eV/A
- Orbital gap: 10.66 eV
- Net charge: +1

Geometry as XYZ:
```
16
Properties=species:S:1:pos:R:3:forces:R:3:mulliken_charge:R:1
C -0.679 1.812 0.433 -0.13 1.91 5.40 -0.4414
C 0.731 1.708 0.860 1.53 1.00 1.12 -0.1397
C -0.477 -1.726 -1.075 -2.21 1.48 -1.28 -1.2714
C -0.766 0.291 2.325 0.06 -0.32 0.03 0.0755
N -1.298 0.527 3.331 0.72 -0.27 -0.16 0.6552
N -0.210 0.585 1.097 -1.29 -1.95 -0.83 0.2912
O -1.729 0.583 4.416 -0.56 0.26 0.50 -0.5374
H -1.479 2.212 1.098 1.15 0.49 -0.62 0.2409
H -0.918 1.878 -0.517 -1.00 -0.65 -4.71 0.3075
H 1.445 1.339 0.112 -0.22 0.75 0.21 0.2730
H 1.196 2.288 1.767 -1.24 -1.53 -1.73 0.2638
H -0.272 -0.976 -1.844 0.71 -0.18 0.03 0.3436
H -0.700 -2.657 -1.581 0.33 -0.29 0.36 0.3199
H -1.427 -1.337 -0.685 -0.31 -0.44 0.11 0.3521
H 0.192 -1.735 -0.270 1.53 -0.68 0.75 0.3441
H -0.306 -0.209 0.414 0.96 0.43 0.81 -0.0770
```
Positions in Å, forces in eV/Å.


No. 7
A gas-phase ion, C4H9N2O (charge +1) at a distorted geometry, computed with ωB97M-V/def2-TZVPD.

- SMILES: CN1C(=O)C[C@H]1[NH3+]
- Largest force on an atom: 4.3 eV/A
- Orbital gap: 10.09 eV
- Net charge: +1

Geometry as XYZ:
```
16
Properties=species:S:1:pos:R:3:forces:R:3:mulliken_charge:R:1
C 1.905 0.389 -0.069 -0.25 0.08 -1.15 0.3688
C 1.013 1.548 0.306 0.27 2.77 3.23 -0.7015
C -0.105 0.538 0.528 1.20 -3.13 0.94 -0.0770
C 0.775 -1.892 0.084 -1.90 -1.33 -2.60 -1.0360
N 0.829 -0.485 0.032 -0.18 1.06 0.11 0.0201
N -1.163 0.646 -0.541 -2.61 -1.52 0.21 -0.3897
O 3.032 0.247 -0.398 0.33 -0.19 0.22 -0.5083
H 1.399 2.119 1.260 -0.84 -1.33 -1.59 0.2805
H 0.727 2.372 -0.342 0.44 -0.16 -0.63 0.3228
H -0.429 0.117 1.559 -0.39 1.74 -1.67 0.4154
H 0.003 -2.313 0.690 -0.99 0.28 0.47 0.4207
H 0.702 -2.423 -0.920 -0.01 0.95 0.93 0.2919
H 1.608 -2.254 0.515 3.24 -1.15 1.38 0.4263
H -1.424 1.642 -0.727 -0.49 -1.16 0.27 0.3550
H -1.998 -0.094 -0.400 1.74 2.67 -0.01 0.4113
H -0.751 0.249 -1.391 0.42 0.44 -0.12 0.3998
```
Positions in Å, forces in eV/Å.


No. 8
2 unconnected molecules or ions with the total composition C4H9N2O at a distorted geometry, computed with ωB97M-V/def2-TZVPD.

- Largest force on an atom: 3.4 eV/A
- Orbital gap: 10.74 eV
- Net charge: +1

Geometry as XYZ:
```
16
Properties=species:S:1:pos:R:3:forces:R:3:mulliken_charge:R:1
C -2.057 0.146 -0.253 1.72 0.30 -1.06 0.0946
C -1.282 -0.112 -1.144 -1.84 0.27 1.79 -0.6859
C 2.102 -0.627 -0.089 0.50 -0.29 1.37 0.0961
C -2.631 0.824 0.837 0.54 1.62 2.77 -0.7536
N 1.995 -1.695 -0.823 -2.35 -1.33 -2.08 -0.2814
N 1.213 0.282 0.162 -0.94 0.42 -1.56 0.0149
O 1.751 1.474 0.663 -0.79 -0.87 0.03 -0.3401
H 1.030 1.662 1.263 0.17 1.07 0.87 0.3664
H -0.967 -0.506 -2.013 1.05 -1.04 -2.58 0.6317
H 2.961 -0.545 0.568 0.53 0.23 -0.61 0.3791
H -2.960 0.147 1.618 -0.25 -0.22 0.04 0.3181
H -1.761 1.448 1.399 -2.19 -1.00 -1.49 0.1679
H -3.498 1.435 0.530 0.62 0.05 0.24 0.2823
H 2.737 -2.339 -1.033 0.55 0.18 0.64 0.2508
H 1.139 -1.967 -1.384 1.25 0.97 1.11 0.2261
H 0.229 0.375 -0.301 1.43 -0.36 0.52 0.2330
```
Positions in Å, forces in eV/Å.


No. 9
A gas-phase ion, C4H9N2O2 (charge -1) at a distorted geometry, computed with ωB97M-V/def2-TZVPD.

- SMILES: NCC[C@H](N)C(=O)[O-]
- Largest force on an atom: 3.0 eV/A
- Orbital gap: 7.75 eV
- Net charge: -1

Geometry as XYZ:
```
17
Properties=species:S:1:pos:R:3:forces:R:3:mulliken_charge:R:1
O 0.365 -2.224 -0.288 -0.53 -0.02 -0.19 -0.7128
C -0.323 -1.378 -0.920 0.80 0.12 -0.43 0.2451
O -0.857 -1.471 -2.044 0.03 0.07 0.28 -0.7549
C -0.482 -0.024 -0.152 2.73 -0.82 0.95 0.1596
C 0.833 0.214 0.769 -1.12 -0.21 -0.05 -0.5068
C 0.874 1.644 1.253 0.03 1.10 0.12 -0.6155
N 1.084 2.643 0.137 0.32 -0.65 0.75 -0.6693
N -1.616 -0.211 0.702 -1.12 1.82 -0.99 -0.6263
H -0.464 0.863 -0.790 -1.27 -0.38 -0.27 0.3587
H 1.785 -0.084 0.330 -0.13 -0.06 -0.32 0.2945
H 0.588 -0.475 1.568 0.57 -0.12 0.43 0.2185
H -0.007 1.874 1.857 -0.65 0.10 -0.56 0.2842
H 1.628 1.949 2.003 0.30 -0.77 -0.35 0.3280
H 0.766 2.234 -0.737 -0.22 0.06 0.10 0.3100
H 2.094 2.601 0.045 0.07 0.40 -0.30 0.2531
H -1.628 -1.035 1.265 0.25 -0.10 0.30 0.2402
H -1.953 0.660 1.089 -0.07 -0.54 0.51 0.1936
```
Positions in Å, forces in eV/Å.


No. 10
2 unconnected molecules or ions with the total composition C4H9N2O2 at a distorted geometry, computed with ωB97M-V/def2-TZVPD.

- Largest force on an atom: 2.2 eV/A
- Orbital gap: 7.86 eV
- Net charge: -1

Geometry as XYZ:
```
17
Properties=species:S:1:pos:R:3:forces:R:3:mulliken_charge:R:1
O -0.220 -0.669 -1.800 0.06 -0.65 0.25 -0.6921
C -0.443 -0.680 -0.565 1.41 1.42 -0.85 0.2394
N -0.378 -1.694 0.281 -1.37 0.01 -0.40 -0.8763
C 2.538 -1.919 0.171 -0.51 0.54 -0.98 -0.0367
O 3.250 -1.626 1.096 0.10 -0.34 0.31 -0.4842
C -0.419 0.807 -0.010 -0.57 -0.09 1.08 0.7312
C -1.101 1.814 -0.904 0.19 0.30 -0.30 -1.3997
N -0.884 1.003 1.398 -0.30 -0.28 -0.38 -0.8285
H -1.067 -1.423 0.986 0.59 -0.26 0.67 0.1899
H 2.600 -1.355 -0.791 0.07 -0.07 0.21 0.1970
H 1.724 -2.662 0.145 0.32 -0.16 0.50 0.2767
H 0.637 1.086 0.110 0.04 -0.30 -0.64 0.0699
H -0.662 1.831 -1.899 0.05 -0.25 -0.03 0.3275
H -0.956 2.813 -0.486 -0.28 0.05 0.09 0.3912
H -2.167 1.600 -1.040 0.03 0.04 0.19 0.3219
H -0.559 0.168 1.865 0.29 -0.08 0.43 0.3091
H -1.895 0.904 1.442 -0.13 0.11 -0.18 0.2636
```
Positions in Å, forces in eV/Å.


No. 11
A gas-phase ion, C4H9N2O3 (charge -1) at a distorted geometry, computed with ωB97M-V/def2-TZVPD.

- SMILES: CC(C)(CO)N=[N+]([O-])[O-]
- Largest force on an atom: 4.4 eV/A
- Orbital gap: 8.32 eV
- Net charge: -1

Geometry as XYZ:
```
18
Properties=species:S:1:pos:R:3:forces:R:3:mulliken_charge:R:1
C 0.015 0.158 -1.408 0.06 -2.34 -2.12 -1.3688
C 0.446 -1.286 0.819 -2.14 -0.66 1.19 -1.5207
C -0.358 1.096 0.796 0.33 0.17 3.06 -0.7841
C -0.306 -0.212 0.035 -2.51 -0.54 -0.56 1.5326
N -1.766 -0.960 0.014 4.29 0.71 -0.16 -0.7826
N -2.842 -0.353 0.073 -1.18 0.24 0.47 1.0896
O -3.066 0.924 -0.099 -0.05 -0.17 -0.16 -0.7234
O -3.810 -1.079 0.346 -1.78 0.23 -0.16 -0.7677
O -0.953 2.162 0.143 -1.76 -0.67 -0.04 -0.6636
H 1.102 0.180 -1.664 -0.55 0.14 0.49 0.3281
H -0.418 1.158 -1.529 0.17 -0.43 -0.54 0.3417
H -0.438 -0.633 -2.202 0.81 1.83 1.90 0.2991
H -0.303 -2.164 0.781 1.71 0.89 -0.06 0.3645
H 0.465 -1.035 1.949 0.37 -0.12 -1.80 0.2824
H 1.398 -1.519 0.394 0.76 -0.21 0.03 0.3236
H 0.673 1.462 1.111 -0.73 -0.76 -0.48 0.2930
H -0.824 0.727 1.855 0.42 1.26 -1.90 0.2973
H -1.975 1.727 -0.128 1.77 0.42 0.84 0.4589
```
Positions in Å, forces in eV/Å.


No. 12
A gas-phase ion, C4H9N2O3P (charge -2) at a distorted geometry, computed with ωB97M-V/def2-TZVPD.

- SMILES: O=P([O-])([O-])[C@@H]1CCCNN1
- Largest force on an atom: 3.8 eV/A
- Orbital gap: 5.16 eV
- Net charge: -2

Geometry as XYZ:
```
19
Properties=species:S:1:pos:R:3:forces:R:3:mulliken_charge:R:1
C -1.478 -0.198 -0.987 -0.44 1.62 0.28 -0.8224
C -0.669 -0.977 0.003 -0.32 -1.73 -0.92 -0.8226
C -0.642 0.780 -1.755 3.70 -0.67 0.08 -0.5575
C 0.144 -0.060 0.782 1.80 2.64 2.03 0.0225
N 0.143 1.739 -0.879 -0.71 -1.79 0.81 -0.5300
N 1.099 0.806 -0.088 -3.10 -1.17 -0.96 -0.5471
O 1.692 -2.250 1.427 0.27 -1.19 -1.03 -0.8008
O 2.533 0.075 2.142 -0.18 0.25 -0.57 -0.8760
O 0.575 -1.012 3.355 -0.03 0.06 -0.83 -0.8790
P 1.373 -0.924 2.032 -0.83 1.12 2.27 0.8687
H -2.091 -0.648 -1.756 -0.48 -0.92 0.19 0.3548
H -2.048 0.342 -0.239 -1.17 0.62 -0.50 0.3862
H -1.388 -1.499 0.632 0.15 -0.16 0.43 0.1923
H 0.006 -1.732 -0.367 0.24 -0.43 -0.63 0.4383
H 0.088 0.049 -2.269 -0.26 0.97 0.48 0.2675
H -1.053 1.271 -2.612 -0.98 0.79 -0.11 0.5158
H -0.568 0.654 1.387 1.32 -0.97 -0.88 0.2081
H 0.651 2.367 -1.476 0.72 -0.11 -0.28 0.2495
H 1.633 1.215 0.667 0.29 1.06 0.13 0.3317
```
Positions in Å, forces in eV/Å.